1.
Formula: C4H12
Source: the Open Molecules 2025 dataset
Level of theory: ωB97M-V/def2-TZVPD

Each line ends with the Mulliken charge.
Element x y z (Å)
C  1.511  -0.739  0.804  -0.562
C  2.252  0.513  1.250  -0.830
C  -1.398  -0.368  -1.182  -0.620
C  -2.412  0.696  -0.911  -0.903
H  2.219  1.231  0.429  0.284
H  1.785  1.013  2.096  0.265
H  0.704  -0.635  0.083  -0.050
H  -1.669  -1.360  -0.810  0.312
H  -2.578  0.605  0.170  0.251
H  -1.104  -0.657  -2.205  0.362
H  -0.429  -0.072  -0.754  -0.004
H  2.128  -1.558  0.433  0.323
H  1.076  -1.298  1.642  0.293
H  -2.066  1.728  -0.992  0.307
H  -3.325  0.580  -1.495  0.284
H  3.306  0.320  1.442  0.286

Values from the calculation:
orbital gap = 12.337 eV
SMILES = CC.CC

=====

2.
Formula: C2H10O2S
Source: the Open Molecules 2025 dataset
Level of theory: ωB97M-V/def2-TZVPD

Each line ends with the Mulliken charge.
Element x y z (Å)
S  -0.829  1.276  0.407  -0.294
O  -0.429  -1.742  -1.189  -0.623
O  -1.904  -1.793  1.553  -0.624
C  0.911  0.795  0.165  -0.365
C  1.552  1.326  -1.107  -1.033
H  -1.072  -1.571  -0.479  0.320
H  -1.573  -1.070  2.095  0.321
H  1.894  2.347  -0.999  0.327
H  -2.826  -1.935  1.777  0.305
H  0.824  1.284  -1.929  0.293
H  0.909  -0.294  0.186  0.248
H  2.387  0.692  -1.399  0.294
H  -0.642  -2.642  -1.456  0.294
H  1.460  1.095  1.049  0.415
H  -0.661  2.233  1.328  0.122

Values from the calculation:
orbital gap = 9.643 eV
SMILES = CCS.O.O

=====

3.
Formula: C24H33AsAuN3OS4SeSi
Source: the Open Molecules 2025 dataset
Level of theory: ωB97M-V/def2-TZVPD

Each line ends with the Mulliken charge.
Element x y z (Å)
Au  -1.058  0.546  -0.031  1.294
Se  -4.178  -1.595  -0.822  0.354
As  0.681  0.190  -1.692  -0.218
S  -2.441  1.408  -1.823  -0.370
S  -2.806  1.163  1.410  -0.463
S  -3.915  4.042  -1.630  -0.154
S  -4.236  3.828  1.304  -0.139
Si  0.300  -0.499  2.754  0.325
O  -5.176  5.824  -0.145  -0.552
N  0.195  0.756  1.548  0.008
N  -4.401  -3.338  -0.711  -0.843
N  -2.408  -1.683  -0.780  -0.088
C  1.884  2.222  2.487  -0.004
C  1.242  1.866  -2.481  -0.491
C  -3.199  -3.884  -0.638  0.508
C  0.055  0.172  4.471  -1.086
C  -0.750  -3.470  -0.585  0.030
C  -0.564  -4.806  -0.488  -1.001
C  3.176  0.173  -0.253  -1.413
C  0.974  4.369  1.017  -0.930
C  -1.672  -5.726  -0.473  -0.650
C  -3.390  2.544  0.476  0.200
C  -2.951  -5.294  -0.539  -0.650
C  2.234  1.683  -3.625  -1.191
C  0.787  2.019  1.629  0.686
C  -1.042  -1.757  2.472  -0.978
C  2.485  3.463  2.617  -1.029
C  2.037  4.555  1.888  -0.608
C  -0.064  -0.798  -3.201  -0.493
C  2.351  -0.674  -1.218  -0.734
C  0.362  3.130  0.883  -0.523
C  -3.244  2.639  -0.837  0.051
C  0.807  -1.934  -3.729  -1.390
C  1.928  -1.410  2.618  -1.056
C  -4.586  4.781  -0.155  0.572
C  -2.090  -2.963  -0.673  0.060
H  2.600  0.450  0.623  0.247
H  2.285  1.385  3.045  0.271
H  -1.036  -1.165  -2.871  0.299
H  1.796  -1.590  -4.032  0.342
H  3.525  1.093  -0.725  0.319
H  2.110  -1.643  -0.779  0.478
H  -1.465  -6.786  -0.401  0.383
H  3.326  3.571  3.292  0.416
H  4.052  -0.386  0.079  0.445
H  2.030  -2.153  3.415  0.487
H  0.816  0.882  4.794  0.348
H  0.321  2.347  -2.810  0.513
H  2.499  5.527  2.001  0.396
H  0.440  -5.202  -0.408  0.477
H  0.597  5.202  0.435  0.436
H  1.821  1.075  -4.432  0.259
H  0.936  -2.720  -2.984  0.249
H  1.656  2.479  -1.681  0.381
H  -0.915  0.674  4.521  0.281
H  0.334  -2.384  -4.603  0.450
H  -0.253  -0.054  -3.975  0.678
H  2.889  -0.859  -2.147  0.530
H  -0.941  -2.274  1.516  -0.001
H  3.161  1.214  -3.291  0.275
H  2.790  -0.741  2.674  0.315
H  -2.036  -1.306  2.515  0.287
H  0.082  -2.776  -0.568  0.969
H  0.045  -0.660  5.182  0.382
H  1.976  -1.942  1.662  0.202
H  -3.788  -5.978  -0.522  0.457
H  2.493  2.654  -4.047  0.428
H  -0.482  3.037  0.209  0.504
H  -0.992  -2.513  3.262  0.466

Values from the calculation:
orbital gap = 6.201 eV

=====

4.
Formula: C6H17AgO8
Source: the Open Molecules 2025 dataset
Level of theory: ωB97M-V/def2-TZVPD

Each line ends with the Mulliken charge.
Element x y z (Å)
Ag  0.082  0.085  -0.212  0.517
O  -1.500  -1.327  0.890  -0.345
O  1.260  -1.672  -1.509  -0.757
O  -1.287  0.696  -2.167  -0.369
O  1.328  0.691  1.864  -0.303
O  2.592  -1.074  -3.255  -0.498
O  -0.976  2.227  0.250  -0.403
O  2.319  0.261  -1.468  -0.845
O  3.500  -0.946  0.842  -0.542
C  2.027  -0.832  -2.029  0.956
C  -2.243  2.050  -0.397  -0.379
C  2.164  -0.089  2.692  -0.320
C  -2.048  1.912  -1.886  -0.308
C  -2.728  -1.764  0.254  -0.646
C  2.647  -1.287  1.913  -0.453
H  -3.588  -1.403  0.816  0.349
H  -2.722  -2.853  0.224  0.248
H  -2.998  1.831  -2.419  0.343
H  -1.715  -0.985  1.761  0.277
H  1.303  1.609  2.137  0.186
H  -2.681  1.133  0.002  0.103
H  3.093  -2.041  2.559  0.398
H  1.742  -1.754  1.491  0.165
H  2.990  -0.424  0.187  0.332
H  1.629  -0.462  3.578  0.283
H  2.999  0.505  3.079  0.319
H  -2.890  2.898  -0.168  0.437
H  -0.894  3.116  0.603  0.261
H  -1.466  0.492  -3.090  0.239
H  2.198  -1.941  -3.470  0.313
H  -1.440  2.712  -2.314  0.266
H  -2.698  -1.364  -0.758  0.176

Values from the calculation:
orbital gap = 7.937 eV

=====

5.
Formula: C8H14N3SZn
Source: the Open Molecules 2025 dataset
Level of theory: ωB97M-V/def2-TZVPD

Each line ends with the Mulliken charge.
Element x y z (Å)
Zn  -0.751  -1.430  -0.842  -0.712
S  2.517  1.212  0.449  -0.501
N  -1.141  -2.645  0.779  -0.585
N  0.468  -0.158  -0.172  0.237
N  2.458  -0.787  -1.433  -0.410
C  1.779  0.000  -0.478  0.346
C  -0.517  -0.057  -3.520  -1.031
C  1.093  1.524  1.287  0.720
C  0.868  2.434  2.319  -0.483
C  -1.193  0.748  1.360  -0.381
C  -0.419  2.496  2.879  -0.511
C  0.090  0.692  0.814  0.025
C  -1.446  1.658  2.400  -0.680
H  0.371  0.228  -2.927  0.083
H  -1.110  -0.810  -2.980  0.159
H  -0.180  -0.418  -4.501  0.332
H  -0.053  -2.686  -1.457  -0.236
H  3.462  -0.637  -1.607  0.146
H  1.663  3.070  2.685  0.362
H  -1.981  0.102  0.996  0.206
H  1.961  -1.521  -1.956  0.112
H  -1.382  -3.597  0.465  0.243
H  -1.307  0.745  -3.846  0.268
H  -2.433  1.712  2.839  0.365
H  -0.623  3.188  3.685  0.338
H  -0.295  -2.733  1.361  0.312
H  -1.899  -2.330  1.399  0.277

Values from the calculation:
orbital gap (alpha / beta) = 3.616 / 3.293 eV
net charge = -1

=====

6.
Formula: C8H29EuN2Si2
Source: the Open Molecules 2025 dataset
Level of theory: ωB97M-V/def2-TZVPD

Each line ends with the Mulliken charge.
Element x y z (Å)
Eu  -0.420  -0.070  -1.875  -1.488
Si  -1.054  1.599  0.786  -0.614
Si  0.275  -1.219  1.621  0.344
N  -1.219  -2.416  -1.984  -0.165
N  0.351  -0.374  -4.380  -0.271
C  -1.623  2.225  -0.905  -0.183
C  -2.169  2.207  2.171  -1.051
C  -0.317  -1.318  3.408  -1.191
C  2.122  0.753  -1.759  -0.309
C  0.581  2.511  1.023  -0.775
C  2.038  -0.563  1.672  -0.901
C  0.335  -2.954  0.928  -0.994
C  -0.840  -0.204  0.579  -0.357
H  0.762  -1.280  -4.644  0.251
H  -0.804  -3.163  -1.403  0.082
H  1.948  1.819  -2.149  0.081
H  -0.816  2.225  -1.687  0.056
H  -1.735  1.937  3.158  0.229
H  2.665  -1.251  2.269  0.400
H  1.073  2.180  1.940  0.264
H  -0.427  -0.171  -5.046  0.201
H  -2.240  -2.465  -1.867  0.229
H  -1.364  -1.642  3.495  0.286
H  0.372  3.592  1.096  0.377
H  -1.881  3.289  -0.768  0.492
H  -2.533  1.729  -1.260  0.196
H  2.078  0.451  2.108  0.241
H  0.807  -3.656  1.641  0.302
H  -1.741  -0.731  0.264  0.456
H  -0.262  -0.327  3.903  0.243
H  1.241  2.317  0.169  0.047
H  2.474  -0.520  0.666  0.252
H  0.303  -2.027  3.903  0.326
H  -2.247  3.266  2.050  0.300
H  -0.661  -3.334  0.717  0.307
H  2.410  0.194  -2.657  -0.134
H  2.855  0.989  -0.998  0.721
H  -1.025  -2.662  -2.950  0.213
H  1.078  0.330  -4.570  0.256
H  0.950  -2.949  0.014  0.074
H  -3.181  1.771  2.140  0.330
H  1.838  -0.088  -0.818  -0.124

Values from the calculation:
orbital gap (alpha / beta) = 3.115 / 3.071 eV
multiplicity = 8
net charge = -1